[1]
19
Properties=species:S:1:pos:R:3:forces:R:3:mulliken_charge:R:1 method="wB97M-V/def2-TZVPD" e_above_lowest_kj_mol=519.0 e_homo_ha=-0.32635 lumo_ev=0.222 gap_ev=9.10 smiles="C/C=C/c1cc(=O)[nH]c(O)n1"
C -4.279 -0.054 0.181 0.33 -3.33 3.86 -0.803
C -2.793 0.550 0.092 -1.26 -1.92 -1.77 0.196
C -1.897 -0.482 -0.032 -2.86 0.69 1.17 -0.520
C -0.538 -0.205 -0.348 1.14 5.49 1.81 0.429
C 0.274 -1.163 -0.496 2.17 -8.92 -1.22 -0.415
C 1.753 -1.233 0.014 -3.34 -4.73 -1.05 0.397
C 1.317 1.203 0.041 -0.17 -0.60 -1.64 0.502
H -4.812 0.041 1.249 1.03 0.74 -2.34 0.238
H -4.038 -1.313 0.383 -0.93 3.57 -1.13 0.165
H -5.076 -0.012 -0.605 1.25 0.52 0.44 0.282
H -2.474 1.632 -0.187 -0.86 -2.08 0.71 0.311
H -2.210 -1.611 0.358 1.08 3.20 -1.61 0.111
H -0.390 -2.147 -0.892 2.66 2.01 1.64 0.248
H 3.062 0.013 0.108 3.96 1.51 0.90 0.178
H 1.794 3.321 -0.004 -0.17 -4.20 0.45 0.393
N 2.130 0.045 -0.042 -0.56 1.02 0.86 -0.053
N 0.072 1.149 -0.166 -1.73 -0.78 0.69 -0.458
O 2.388 -2.303 0.369 -2.13 5.18 -1.62 -0.637
O 2.076 2.307 0.172 0.38 2.63 -0.15 -0.565

=====

[2]
27
Properties=species:S:1:pos:R:3:forces:R:3:lowdin_spin:R:1 method="wB97M-V/def2-TZVPD" e_homo_ha="-0.10086 / -0.36934" lumo_ev="0.676 / -3.384" s2=2.008 gap_ev="3.42 / 6.67" spin_multiplicity=3
C -1.642 0.954 -1.120 -1.43 1.31 -0.12 0.124
C -0.957 -1.833 -0.870 1.08 -0.94 2.05 0.048
C 1.113 -1.044 -2.125 -0.88 -1.59 -0.83 0.099
C -0.837 -0.097 1.867 -2.45 -0.49 -3.91 0.029
C 1.581 -0.061 1.221 -1.40 -0.28 0.47 0.106
C 0.312 2.037 1.278 -0.63 0.19 -0.08 0.097
C -0.040 0.418 -0.516 1.53 -1.64 -0.58 0.326
N 0.255 -0.976 -0.935 -2.08 3.26 -0.61 0.274
N 0.185 0.535 0.968 2.99 0.11 1.28 0.028
O -2.367 1.504 -0.286 1.36 -0.64 0.91 0.246
O -1.739 0.825 -2.308 1.17 -0.89 -0.69 0.147
H -1.817 -1.357 -1.276 -0.65 0.80 -0.20 0.009
H -0.859 -2.711 -1.526 0.48 -0.12 0.81 0.006
H -1.139 -2.022 0.278 0.12 -0.36 -2.70 0.010
H 0.548 -1.478 -2.993 0.45 -0.18 0.89 0.006
H 1.351 -0.068 -2.523 0.62 0.46 0.57 0.054
H 1.992 -1.685 -1.851 -0.57 0.77 -0.54 0.024
H -1.759 0.310 1.301 0.73 -0.83 1.81 0.001
H -0.879 -1.217 1.832 0.62 1.16 -0.24 0.005
H -0.789 0.157 2.869 0.46 1.18 1.83 0.009
H 2.228 0.397 0.544 1.06 0.56 -1.73 0.070
H 2.023 0.194 2.167 -0.66 0.17 0.86 0.013
H 1.494 -1.122 1.083 0.20 -0.42 -0.03 0.012
H 1.095 2.630 0.722 -0.45 -1.49 0.00 0.077
H -0.665 2.289 0.843 0.08 1.25 1.18 0.005
H 0.543 2.176 2.366 -0.89 -0.22 -0.92 0.010
H 0.771 1.242 -1.010 -0.85 -1.14 0.56 0.167

=====

Number 1: maximum force 9.26 eV Å⁻¹. Number 2: maximum force 4.64 eV Å⁻¹.